Density functional theory data (wB97M-V/def2-TZVPD) for a molecular structure, C50H60BaFN7O3S in a non-equilibrium geometry.

Summary:
* HOMO-LUMO gap: 3.029 eV
* total charge: -2
* HOMO: 0.3 eV
* energy above the lowest of the compared OMol25 structures with the same formula, charge and spin: 2.555 eV

The geometry in XYZ format:
```
123
Properties=species:S:1:pos:R:3:forces:R:3
Ba -0.50995 0.19817 0.22006 4.447 -2.576 2.074
C -1.79124 -1.32237 4.40829 0.076 -0.023 0.119
C -2.25847 -1.84327 3.04951 0.030 0.187 0.061
C -3.74553 -1.53405 2.86087 -0.049 -0.093 0.010
C -1.98513 -3.31030 2.83554 0.199 0.020 -0.149
C -2.60568 -4.24136 3.64199 -0.086 -0.114 0.041
C -2.46209 -5.61760 3.45398 0.131 0.195 -0.144
C -1.74338 -6.01160 2.33000 -0.077 -0.063 0.022
C -1.11082 -5.11514 1.48053 0.089 0.330 -0.078
C -0.70003 -5.62501 0.10275 0.128 0.035 0.064
C -1.93035 -6.10118 -0.67607 -0.130 -0.036 -0.056
C 0.34859 -6.73560 0.13741 0.041 -0.123 0.052
C -1.05607 -3.69458 1.79707 -0.555 -0.433 0.219
N -0.27180 -2.77484 1.20198 0.713 -0.253 -0.085
C 1.00793 -3.27567 0.85706 -1.109 0.149 0.352
C 1.95659 -2.75758 0.07010 0.222 0.946 -0.652
N 1.89919 -1.61047 -0.75263 0.051 -0.543 0.439
C 2.98586 -1.45513 -1.54306 0.611 -0.026 -0.311
C 2.80218 -0.88139 -2.85780 -0.081 -0.116 0.187
C 3.76026 -0.96910 -3.84392 0.108 0.008 -0.110
C 5.01062 -1.54651 -3.61975 -0.225 0.004 0.138
C 5.27817 -1.92641 -2.31439 0.103 0.040 0.025
C 4.36836 -1.83899 -1.26274 -0.298 0.085 0.064
C 5.04406 -2.00758 0.11346 -0.031 0.049 -0.062
C 5.28863 -3.45249 0.57373 -0.049 -0.101 0.041
C 4.48001 -1.16519 1.25377 -0.033 0.041 0.001
C 1.45962 -0.26781 -3.17712 -0.072 -0.022 0.005
C 0.57799 -1.20386 -4.00364 0.049 -0.130 -0.091
C 1.59837 1.09303 -3.85309 0.031 0.061 -0.122
H -1.92720 -0.23749 4.49438 -0.021 -0.046 -0.058
H -0.73197 -1.53218 4.56335 -0.030 -0.029 -0.031
H -2.35625 -1.79624 5.21921 0.023 0.003 -0.020
H -1.64789 -1.35460 2.28808 -0.176 0.178 0.031
H -4.32883 -2.06417 3.62119 -0.003 -0.002 -0.032
H -4.10055 -1.87717 1.88443 0.034 0.039 0.013
H -3.96429 -0.46903 2.96579 0.045 0.013 0.017
H -3.23293 -3.87617 4.45386 0.010 -0.045 -0.009
H -2.93985 -6.33441 4.11012 0.005 -0.019 0.005
H -1.72312 -7.06743 2.06152 -0.008 0.024 0.034
H -0.27933 -4.79000 -0.45055 0.095 0.134 0.011
H -2.38563 -6.98182 -0.20924 0.044 0.036 -0.002
H -1.66418 -6.36557 -1.70595 0.016 0.001 0.028
H -2.69364 -5.32015 -0.71098 0.042 0.015 0.011
H -0.04320 -7.62380 0.64759 0.028 0.041 -0.011
H 1.24689 -6.41469 0.66566 -0.011 0.043 0.001
H 0.64312 -7.03960 -0.87276 -0.043 0.034 0.010
H 1.30584 -4.19762 1.35263 -0.068 -0.178 0.070
H 2.84866 -3.36685 -0.00342 0.068 0.032 -0.055
H 3.52348 -0.58626 -4.83439 -0.001 -0.004 0.023
H 5.75387 -1.63448 -4.40260 -0.003 0.012 -0.010
H 6.28594 -2.25826 -2.06372 -0.019 0.002 -0.040
H 6.04291 -1.59503 -0.06758 0.041 -0.045 -0.001
H 4.39562 -3.89781 1.01603 0.032 0.020 -0.011
H 6.07465 -3.47545 1.33721 -0.021 0.025 -0.002
H 5.60638 -4.08737 -0.25752 0.008 0.049 -0.010
H 3.54462 -1.55967 1.63883 -0.065 -0.067 -0.007
H 4.30397 -0.13255 0.94456 -0.014 -0.033 -0.047
H 5.19732 -1.13975 2.08283 -0.027 -0.037 -0.036
H 0.97769 -0.17906 -2.20606 -0.117 0.297 -0.051
H 1.02855 -1.36678 -4.98985 -0.018 -0.020 0.022
H -0.42771 -0.79728 -4.14831 0.047 0.070 0.053
H 0.49354 -2.17169 -3.50456 0.002 0.027 0.004
H 2.01198 0.97548 -4.86078 0.018 0.019 0.028
H 2.28210 1.74360 -3.30031 -0.039 -0.022 0.024
H 0.63565 1.59553 -3.95555 -0.021 -0.071 0.031
C 1.37308 6.86976 -4.94681 0.025 0.003 0.002
C 0.61225 5.81328 -4.18856 -0.032 0.135 -0.115
C -0.69243 5.48878 -4.54381 -0.129 -0.119 0.051
C -1.39139 4.49906 -3.86473 0.180 0.207 -0.160
C -0.77373 3.82104 -2.82531 -0.007 0.086 -0.197
C 0.52238 4.13514 -2.44724 0.105 0.112 -0.130
C 1.20367 5.13144 -3.13393 0.070 -0.135 0.177
S -1.67590 2.54846 -2.00097 -0.176 -0.681 0.379
O -1.41020 1.27039 -2.65033 -0.247 0.543 -0.097
O -3.06232 2.99420 -2.02140 0.003 -0.047 -0.091
N -1.05400 2.38701 -0.57141 -0.838 3.800 0.213
C -1.22385 3.38126 0.45599 0.364 -1.336 -1.588
C -1.83342 4.62210 0.27710 -0.184 0.427 0.357
C -1.88691 5.47178 1.37199 -0.059 -0.078 -0.212
C -1.34825 5.06888 2.58411 0.098 -0.067 0.147
C -0.75399 3.81620 2.65291 0.037 -0.132 -0.311
N -0.69048 2.98117 1.61069 -0.354 0.293 0.203
H 0.70302 7.49887 -5.53415 -0.011 -0.033 0.006
H 2.08674 6.40966 -5.63426 0.003 0.010 0.004
H 1.93790 7.51684 -4.27411 0.002 -0.033 0.020
H -1.17349 6.01747 -5.35976 0.017 0.007 0.006
H -2.41085 4.26094 -4.13583 -0.009 -0.041 0.049
H 0.99712 3.60696 -1.63021 -0.050 -0.020 0.002
H 2.21857 5.37364 -2.83828 -0.015 0.009 -0.011
H -2.27257 4.91405 -0.66594 0.062 -0.097 -0.016
H -2.34516 6.44911 1.26760 0.003 0.002 0.014
H -1.34773 5.70997 3.45564 -0.019 0.020 -0.024
H -0.28353 3.45917 3.55795 0.053 -0.050 0.101
C -4.38611 -0.58948 -2.48177 -0.122 0.172 0.282
N -4.39356 0.08452 -1.17758 0.099 0.080 -0.192
C -5.34642 0.97253 -0.82747 -0.500 -0.037 -0.463
C -5.28811 1.70562 0.29478 0.611 -0.016 0.468
C -4.09273 1.54256 1.08684 -0.415 0.133 -0.325
N -3.14656 0.69789 0.76052 -0.607 -0.361 -0.668
C -3.27332 -0.05415 -0.38416 -0.040 -0.334 0.506
O -2.39225 -0.85221 -0.71543 -2.043 -0.611 -0.652
N -3.93200 2.24511 2.22592 0.153 0.261 0.253
H -5.41723 -0.67539 -2.81894 0.012 0.029 -0.079
H -3.94670 -1.57427 -2.36611 0.017 -0.020 0.032
H -3.78350 -0.00955 -3.17937 0.017 -0.017 -0.035
H -6.18008 1.05028 -1.51575 0.046 -0.002 0.024
H -6.06902 2.39865 0.56274 0.004 0.008 0.014
H -4.41949 3.11870 2.32455 -0.085 -0.036 -0.027
H -3.00176 2.23358 2.62475 0.003 -0.066 -0.056
F 2.99250 5.32454 4.23206 0.019 0.029 0.006
C 2.60088 4.05833 3.83086 -0.009 -0.027 -0.030
C 2.88501 3.62067 2.54908 0.007 -0.124 -0.120
C 2.51710 2.34851 2.14625 -0.062 -0.072 0.062
C 1.80897 1.42549 2.99945 0.225 0.573 0.255
C 1.38473 0.16550 2.59845 -0.173 -0.214 0.171
C 1.56678 1.95286 4.32217 0.028 -0.028 -0.072
C 1.96823 3.21832 4.72546 -0.164 -0.155 0.004
H 3.40826 4.28154 1.86537 -0.008 -0.007 0.002
H 2.76312 2.03000 1.13677 0.012 -0.006 0.010
H 0.94845 -0.48526 3.35194 0.062 -0.039 -0.056
H 1.90012 -0.35144 1.79454 -0.111 0.121 -0.098
H 1.06822 1.30827 5.04122 0.035 0.014 -0.010
H 1.77983 3.56135 5.73892 0.004 -0.022 -0.021
```
Positions in Å, forces in eV/Å.

=====

Density functional theory data (wB97M-V/def2-TZVPD) for 2 unconnected molecules or ions with the total composition C4H2Cl4 in a non-equilibrium geometry.

Summary:
* HOMO-LUMO gap (alpha / beta): 8.941 / 7.358 eV
* total charge: 0
* HOMO (alpha / beta): -8.4 / -9.7 eV
* energy above the lowest of the compared OMol25 structures with the same formula, charge and spin: 0.701 eV
* multiplicity: 3

The geometry in XYZ format:
```
10
Properties=species:S:1:pos:R:3:forces:R:3
C 2.13954 -0.31988 1.72214 1.691 -0.478 -0.868
C 0.89285 -0.00315 1.99522 1.635 -0.366 0.198
C -1.66940 0.86747 -0.91934 -1.217 1.004 -1.355
C -1.36496 -0.11297 -1.69829 0.269 -2.475 -1.283
Cl -0.51304 0.41655 1.26323 -0.109 0.367 0.784
Cl -2.70587 2.11935 -1.18059 -0.232 0.593 0.211
Cl -2.00112 -0.60608 -3.32804 0.222 1.142 1.349
Cl -0.36294 -1.38344 -1.11531 0.479 -0.475 -0.314
H 2.85304 -0.51062 2.56035 -0.847 0.194 -0.508
H 2.73190 -0.46722 0.70063 -1.892 0.494 1.787
```
Positions in Å, forces in eV/Å.

=====

Density functional theory data (wB97M-V/def2-TZVPD) for a single C3H4N4O2 molecule in a non-equilibrium geometry.

Summary:
* HOMO-LUMO gap: 8.195 eV
* total charge: 0
* HOMO: -8.1 eV
* energy above the lowest of the compared OMol25 structures with the same formula, charge and spin: 3.236 eV
* SMILES: N/N=C1\N=CO\C1=N/O

The geometry in XYZ format:
```
13
Properties=species:S:1:pos:R:3:forces:R:3
N 0.27503 0.44054 2.66630 -0.764 -2.057 0.098
N 0.31666 0.83267 1.40649 -0.073 -0.325 -1.353
C -0.08237 0.00728 0.50199 1.292 1.601 0.220
N -0.71864 -1.22162 0.62398 -0.281 -0.066 1.651
C -0.94872 -1.59098 -0.55301 -1.180 -1.348 -0.178
O -0.46013 -0.82746 -1.54438 -0.424 -0.320 -1.247
C 0.13847 0.23510 -0.92440 0.912 1.464 -0.730
N 0.79615 1.15731 -1.54011 -1.102 -1.167 2.530
O 0.76856 1.01227 -2.88738 3.628 2.229 -1.883
H 0.21020 1.18656 3.30569 -0.095 0.683 0.737
H -0.30334 -0.40502 2.82734 0.461 0.827 0.266
H -1.61966 -2.44908 -0.77531 0.942 0.700 -0.336
H 1.62779 1.62242 -3.10721 -3.317 -2.221 0.225
```
Positions in Å, forces in eV/Å.

=====

Density functional theory data (wB97M-V/def2-TZVPD) for a molecular structure, C21H45IrN2OP3S in a non-equilibrium geometry.

Summary:
* HOMO-LUMO gap (alpha / beta): 4.905 / 6.514 eV
* total charge: +4
* HOMO (alpha / beta): -17.9 / -21.0 eV
* energy above the lowest of the compared OMol25 structures with the same formula, charge and spin: 0.954 eV
* multiplicity: 6

The geometry in XYZ format:
```
74
Properties=species:S:1:pos:R:3:forces:R:3
Ir -0.43304 -1.21881 -0.14471 1.285 4.713 0.904
P -1.51492 0.98049 -0.97546 -0.611 0.332 -0.646
P -2.18451 -2.13609 -0.94929 -2.201 -2.139 -0.911
P 2.76613 2.02530 0.07682 -0.997 -1.664 -1.330
H 0.81424 -4.84924 -0.54608 0.200 0.784 -0.021
C 1.34059 -3.88212 -0.66020 0.420 -1.799 -0.153
C 2.22303 -3.52497 0.44808 0.695 0.072 0.704
H 1.66357 -3.20693 1.36276 0.626 -0.103 -0.561
C -1.11360 1.27388 -2.72581 0.142 -0.361 -0.236
C -3.37455 1.07138 -0.91540 0.117 -0.537 0.119
C -1.22389 2.70456 -0.37359 0.680 -0.083 0.866
C -1.39767 -3.73856 -0.79038 0.205 0.277 -0.521
C -3.66846 -2.26394 0.08301 -0.130 0.378 -0.273
C -2.48005 -2.00582 -2.74314 -0.308 0.416 0.256
C 4.02539 1.06437 0.87717 0.612 0.252 0.310
C 1.75795 2.95399 1.22414 -0.250 0.747 0.567
C 3.19061 2.76267 -1.49365 0.778 0.697 0.147
H 1.76154 -3.76918 -1.65810 -0.314 0.195 -0.155
H 2.77010 -4.44261 0.73392 -0.173 0.152 0.159
H -1.85696 1.93306 -3.19099 0.069 -0.094 0.183
H -1.07257 0.34025 -3.28604 -0.027 0.103 -0.069
H -0.13785 1.76471 -2.79983 -0.091 -0.117 0.046
H -3.69520 2.05014 -1.30993 0.290 -0.401 0.030
H -3.72554 1.00075 0.12551 0.127 0.014 -0.518
H -3.85037 0.28549 -1.51685 0.099 0.266 0.201
H -0.28930 3.10502 -0.78751 -0.181 -0.220 0.176
H -1.18785 2.76689 0.72445 -0.002 0.017 -0.373
H -2.03247 3.37022 -0.71268 0.134 -0.497 -0.080
H -2.02485 -4.49550 -1.25136 0.000 -0.422 0.008
H -1.19317 -3.92994 0.26539 -0.142 -0.347 -0.124
H -0.42333 -3.63288 -1.33446 -1.233 -0.395 0.174
H -4.11447 -3.24396 -0.13167 -0.105 0.253 0.095
H -4.37763 -1.45922 -0.14473 0.007 -0.325 0.135
H -3.35693 -2.21972 1.13702 -0.101 -0.140 -0.327
H -3.04647 -2.88311 -3.07456 -0.016 0.107 0.096
H -1.52098 -1.99499 -3.27289 -0.096 -0.067 0.180
H -3.03619 -1.10123 -3.00246 0.011 -0.194 -0.086
H 4.71777 1.76657 1.35709 0.166 -0.403 0.026
H 4.54595 0.44417 0.13707 0.031 0.346 0.049
H 3.59014 0.38502 1.62011 -0.062 0.371 -0.043
H 2.36558 3.25012 2.09090 -0.023 -0.070 -0.210
H 0.88015 2.40072 1.60156 0.604 -0.026 -0.446
H 1.39329 3.88526 0.76732 0.163 -0.258 0.034
H 4.19590 3.18262 -1.39956 -0.219 0.394 -0.596
H 2.42103 3.50418 -1.75142 0.467 0.040 0.010
H 3.16212 1.95504 -2.24520 0.237 0.401 0.383
C 2.51278 -1.43599 -0.80234 0.189 0.956 0.186
C 2.83372 -1.04806 -2.12681 -1.097 -0.184 0.744
C 4.02810 -1.45412 -2.68909 1.795 -0.587 -0.546
C 4.82635 -2.41217 -1.99730 0.319 1.395 -3.399
C 4.39332 -3.03098 -0.86092 -0.454 -1.611 2.574
C 3.27221 -2.48694 -0.04649 -0.303 0.615 0.777
O 1.63250 -0.73684 -0.13264 -0.347 -1.414 -0.385
H 2.06790 1.00909 -0.60099 -0.699 0.574 1.080
H 2.08715 -0.42986 -2.65441 0.638 -0.104 0.215
H 4.35424 -1.02717 -3.64037 -0.031 -0.389 0.299
H 5.75563 -2.75607 -2.48650 -0.472 0.285 0.391
H 4.93006 -3.91009 -0.44751 -0.318 0.638 -0.422
H 3.70469 -2.00699 0.85929 -0.065 -0.208 -0.182
S -0.67834 -0.56723 2.09308 0.168 -0.233 0.259
C -1.65187 0.82631 2.57863 -1.356 1.399 0.670
N -1.06136 1.86358 3.21346 -0.799 -1.562 -1.209
C -1.78127 3.05318 3.67755 0.077 0.537 0.191
C -3.20907 2.70349 4.01676 -0.073 -0.407 0.587
C -3.87228 1.91753 2.91076 -0.573 0.214 -0.219
N -2.99121 0.84633 2.41388 1.893 -0.118 0.152
H -0.07411 1.80223 3.34526 0.451 -0.116 0.315
H -1.74489 3.82148 2.89580 0.067 -0.072 0.057
H -1.25564 3.44149 4.55823 -0.100 -0.106 -0.244
H -3.78000 3.60838 4.21240 0.003 0.045 -0.041
H -3.22997 2.11647 4.93993 0.031 0.049 -0.059
H -4.12218 2.57870 2.06947 -0.006 -0.177 0.094
H -4.80215 1.45373 3.26956 0.303 0.112 -0.169
H -3.39657 0.03246 1.98697 -0.124 -0.195 0.103
```
Positions in Å, forces in eV/Å.

=====

Density functional theory data (wB97M-V/def2-TZVPD) for 2 unconnected molecules or ions with the total composition C8H19NS in a non-equilibrium geometry.

Summary:
* HOMO-LUMO gap: 8.936 eV
* total charge: 0
* HOMO: -8.4 eV
* energy above the lowest of the compared OMol25 structures with the same formula, charge and spin: 2.682 eV
* SMILES: CC(C)(C)CSN.C=CC

The geometry in XYZ format:
```
29
Properties=species:S:1:pos:R:3:forces:R:3
C 0.83232 -0.20248 -2.48747 -2.287 -0.645 -1.964
C 0.12386 -1.02812 -1.40285 -0.674 1.292 -0.886
C 1.13835 -1.92233 -0.78111 1.612 1.902 2.143
C -0.88380 -1.83423 -2.22898 -2.992 -0.137 2.801
C -0.51465 0.09949 -0.52912 0.581 -3.157 1.245
S -0.81879 -0.15432 1.30531 0.160 -0.437 -1.289
N -1.38392 -1.75726 1.11115 1.863 -1.411 1.654
H 0.99212 -0.84349 -3.34682 1.032 -0.549 -0.018
H 0.08218 0.43584 -3.03427 0.684 0.299 1.144
H 1.70624 0.28894 -2.17510 1.081 0.841 0.302
H 1.32085 -2.62625 -1.52147 1.120 -1.490 -1.214
H 0.83057 -2.45153 0.11608 -0.243 0.126 0.035
H 2.09542 -1.30179 -0.51033 -1.559 -1.308 -0.532
H -0.36947 -2.52299 -2.84421 0.389 -0.973 -0.571
H -1.63237 -2.37176 -1.48130 1.583 0.687 -1.672
H -1.53322 -1.21096 -2.87529 0.456 -0.066 0.337
H -1.45050 0.26170 -0.93969 -1.852 0.826 -0.878
H 0.15121 0.86166 -0.72426 0.890 2.030 0.312
H -2.35007 -1.80711 1.12752 -2.531 0.308 -0.348
H -1.16033 -2.29182 1.97825 0.364 0.479 -0.982
C 0.24485 2.31066 1.38886 -4.203 -0.057 -3.195
C 0.02902 3.03112 2.42600 -3.359 5.098 4.262
C 1.23364 3.44434 3.52059 -2.037 -2.336 -3.583
H -0.49733 2.01338 0.50942 1.237 1.556 2.670
H 1.11299 1.86365 1.23558 4.223 -1.746 -0.652
H -1.06594 3.54159 2.60993 2.729 -1.434 -0.533
H 1.85884 3.34523 2.65180 1.969 -0.018 0.702
H 1.42915 4.37086 4.03147 -0.957 0.363 -0.018
H 1.20286 2.54693 4.11071 0.721 -0.044 0.727
```
Positions in Å, forces in eV/Å.

=====

Density functional theory data (wB97M-V/def2-TZVPD) for 2 unconnected molecules or ions with the total composition C3H6ClO2Si in a non-equilibrium geometry.

Summary:
* HOMO-LUMO gap (alpha / beta): 7.070 / 4.128 eV
* total charge: -1
* HOMO (alpha / beta): -3.8 / -2.2 eV
* energy above the lowest of the compared OMol25 structures with the same formula, charge and spin: 4.469 eV

The geometry in XYZ format:
```
13
Properties=species:S:1:pos:R:3:forces:R:3
C 2.86846 -3.60620 -2.33563 -2.057 1.464 -0.472
C -1.08977 0.73509 1.87340 -0.285 2.582 0.922
C 1.17856 -0.73022 -1.27918 -2.840 -1.558 2.427
O 3.70610 -2.82155 -1.99611 2.165 1.113 1.057
O 2.71260 -4.56064 -3.02654 -0.095 -1.908 -0.661
Si 1.04268 -2.55892 -1.75143 -0.319 -1.105 0.119
Cl -0.25718 -2.57071 -3.50639 0.135 0.240 0.154
H -0.79685 0.67418 2.94035 0.515 -0.867 -0.920
H -0.37100 0.91376 1.04800 -0.410 -0.705 0.785
H -1.86825 1.53912 1.93065 0.156 -0.987 -0.757
H 0.76698 -0.02249 -1.91594 -0.339 1.405 -1.520
H 0.55824 -0.61523 -0.30364 0.437 -0.443 -1.478
H 2.08941 -0.51253 -0.87178 2.938 0.771 0.344
```
Positions in Å, forces in eV/Å.